Record 1
{
  "formula": "C9H15N2P",
  "method": "ωB97M-V/def2-TZVPD",
  "species": ["C", "N", "C", "C", "N", "C", "P", "C", "C", "C", "C", "C", "H", "H", "H", "H", "H", "H", "H", "H", "H", "H", "H", "H", "H", "H", "H"],
  "coordinates": [[-0.20869, -2.64105, -0.21086], [-1.23753, -1.65833, -0.39462], [-1.82095, -1.07788, 0.79725], [-2.44779, 0.20020, 0.38318], [-1.26872, 0.95070, -0.16638], [-1.58466, 2.30582, -0.50468], [-0.46938, -0.04200, -1.30743], [1.15209, 0.16291, -0.70356], [2.34257, -0.06818, -1.20948], [3.42293, 0.30121, -0.37333], [2.83069, 0.79007, 0.67061], [1.40918, 0.81117, 0.63904], [0.24351, -2.79416, -1.18615], [0.62594, -2.22852, 0.39298], [-0.53571, -3.60281, 0.23889], [-1.16716, -0.80807, 1.53062], [-2.61394, -1.85565, 1.08649], [-3.35722, 0.00148, -0.34148], [-3.03083, 0.75055, 1.20499], [-2.22461, 2.34371, -1.34855], [-1.94782, 2.55667, 0.48968], [-0.60508, 2.61906, -0.83510], [2.51849, -0.40772, -2.30229], [4.52030, 0.18250, -0.34033], [3.49080, 1.15598, 1.48709], [0.91779, 0.19911, 1.50698], [1.04577, 1.85323, 0.79643]],
  "forces_ev_per_angstrom": [[0.924, 0.212, 0.471], [1.038, 2.790, -1.400], [-3.410, -2.705, -1.703], [-2.094, 0.903, -0.871], [-2.157, -2.334, 0.704], [1.459, -1.423, 0.656], [-1.996, -2.419, -0.481], [-0.841, 1.152, 2.063], [1.341, -1.886, -5.830], [1.813, -0.656, -0.193], [2.821, 1.839, 4.483], [-2.275, -0.664, 1.656], [-0.011, -0.542, -0.196], [-0.159, -0.402, 0.189], [-0.102, 0.607, -0.355], [2.099, 0.040, 2.498], [1.048, 1.183, 0.399], [1.914, 0.346, 0.549], [1.513, -0.447, -0.704], [-1.270, 0.561, -0.604], [-0.200, 1.862, -0.553], [0.103, 1.617, 0.298], [-0.482, 0.212, 1.929], [-0.867, -0.080, -0.997], [-1.007, -0.078, -0.209], [0.897, 1.022, -1.414], [-0.100, -0.710, -0.385]],
  "lowdin_charge": [-0.1941, -0.2752, -0.3106, -0.2535, -0.4364, -0.1342, 1.0373, -0.4593, -0.1332, -0.0909, -0.1640, -0.1937, 0.0631, 0.0674, 0.0875, 0.0649, 0.1480, 0.1384, 0.1311, 0.0629, 0.0924, 0.0671, 0.1395, 0.1247, 0.1251, 0.1599, 0.1356],
  "lumo_ev": 0.57,
  "multiplicity": 1,
  "smiles": "CN1CCN(C)P1C1=CC=CC1",
  "e_homo_ev": -7.928,
  "e_above_lowest_ev": 1.1045
}


Record 2
{
  "formula": "BrCuF24P4",
  "method": "ωB97M-V/def2-TZVPD",
  "species": ["Cu", "Br", "P", "F", "F", "F", "F", "F", "F", "P", "F", "F", "F", "F", "F", "F", "P", "F", "F", "F", "F", "F", "F", "P", "F", "F", "F", "F", "F", "F"],
  "coordinates": [[0.52796, -0.15800, -0.08035], [2.92409, -1.23691, -0.11173], [0.40107, -0.68366, -3.48280], [1.07979, -2.17506, -3.24006], [-0.85636, -1.40987, -4.31972], [-0.31244, -0.72721, -2.06123], [-0.37134, 0.72413, -3.86719], [1.61049, 0.09396, -2.70482], [1.09953, -0.64849, -4.95459], [-0.10231, 2.79992, -0.30224], [0.21185, 3.87742, -1.46812], [-1.41745, 3.65238, 0.29422], [-1.07065, 1.83560, -1.26285], [-0.32350, 1.65172, 0.76254], [1.17104, 1.86994, -0.66881], [0.83032, 3.56572, 0.80510], [-1.99230, -2.19837, 0.45762], [-0.36581, -2.39312, 0.62276], [-2.00981, -2.30285, -1.22253], [-2.44831, -3.77594, 0.66632], [-3.56398, -1.78287, 0.56388], [-1.87178, -2.04805, 2.10899], [-1.60991, -0.61220, 0.29176], [1.23447, 0.26300, 3.33880], [2.75811, -0.31746, 3.31287], [1.68964, 1.41019, 2.31937], [0.64322, -0.55515, 1.99395], [-0.22134, 0.90370, 3.33514], [0.78844, -0.90962, 4.32761], [1.56725, 1.28714, 4.54610]],
  "forces_ev_per_angstrom": [[1.353, -1.020, 0.435], [-1.118, 0.499, -0.108], [-0.314, -0.266, -2.498], [-0.484, 1.314, 0.148], [0.128, -0.308, 1.545], [-0.776, -0.361, 0.539], [0.879, -0.321, 0.735], [-0.225, -0.410, -1.458], [1.197, 0.539, 0.419], [-1.131, 0.331, 0.947], [-0.377, -0.747, 0.723], [1.134, -0.698, -1.223], [0.695, 1.918, -0.102], [-1.646, -0.805, 2.268], [1.317, 0.357, -1.819], [-0.381, 0.471, -1.125], [0.082, 0.408, 1.388], [-0.459, -1.533, -1.944], [-0.232, -0.734, 2.780], [1.086, 0.956, -0.806], [0.478, -0.145, -0.652], [-1.132, -0.060, -0.600], [-0.439, 0.483, -0.232], [-0.302, 1.821, -1.038], [-1.006, -0.281, -0.027], [0.862, 0.137, -0.422], [1.247, -1.010, 0.425], [-1.372, 0.107, 0.786], [0.129, -0.180, -0.130], [0.809, -0.464, 1.046]],
  "lowdin_spin": [0.7066, 0.2455, 0.0004, -0.0001, 0.0004, 0.0080, 0.0001, 0.0012, 0.0000, 0.0001, 0.0002, 0.0000, -0.0002, 0.0032, 0.0053, 0.0002, 0.0001, 0.0023, 0.0000, 0.0001, 0.0002, 0.0001, 0.0031, 0.0008, 0.0001, -0.0002, 0.0207, 0.0006, 0.0010, 0.0000],
  "charge": -3,
  "lumo_ev": [7.26, 5.57],
  "multiplicity": 2,
  "s2": 0.76,
  "e_homo_ev": [-1.113, -1.002],
  "e_above_lowest_ev": 0.0000
}


Record 3
{
  "formula": "C4H5FNO8S",
  "method": "ωB97M-V/def2-TZVPD",
  "species": ["O", "C", "O", "C", "O", "S", "O", "O", "O", "C", "F", "H", "H", "C", "N", "O", "O", "H", "H", "H"],
  "coordinates": [[1.52004, -0.89069, 2.98966], [0.55784, -0.91308, 2.03256], [-0.87611, -0.76839, 2.44726], [0.86264, -1.03578, 0.42662], [2.21833, -0.82212, -0.09976], [1.94461, -1.17910, -1.77759], [3.33574, -1.54840, -2.35933], [1.16607, -0.06354, -2.55433], [0.98620, -2.62098, -1.61521], [0.43318, -2.48798, -0.23740], [-1.06745, -2.49288, -0.31777], [0.16108, -0.25832, -0.12398], [0.92297, -3.30536, 0.45906], [-1.97998, 3.07838, 0.50986], [-1.43089, 2.05137, -0.41610], [-1.82210, 2.07950, -1.58876], [-0.62256, 1.24606, 0.06036], [-2.67442, 3.71595, -0.04139], [-2.49580, 2.55301, 1.31611], [-1.13938, 3.66233, 0.89012]],
  "forces_ev_per_angstrom": [[-4.056, -0.326, -5.849], [-2.091, 0.859, 6.506], [7.319, -0.910, -3.369], [-2.938, -0.074, -1.053], [-1.608, -1.151, -2.662], [2.899, 2.053, -3.237], [-5.510, 1.067, 2.336], [2.735, -4.671, 3.618], [0.687, 3.074, 2.434], [-0.986, 0.634, 1.591], [4.201, -0.496, 0.043], [1.611, -2.043, 1.429], [-1.788, 1.040, -1.750], [-0.198, 0.203, 0.068], [0.514, -0.868, -0.723], [0.555, -0.185, 1.522], [-1.725, 2.277, -0.888], [0.219, -0.248, 0.006], [0.283, 0.013, -0.062], [-0.123, -0.248, 0.040]],
  "lowdin_charge": [-0.1499, -0.3670, -0.2689, -0.2228, -0.1832, 0.9063, -0.3413, -0.3193, -0.1823, -0.1822, -0.0476, 0.1064, 0.1913, 0.0430, -0.3812, 0.0581, 0.0447, 0.0892, 0.1061, 0.1005],
  "charge": -1,
  "lumo_ev": 2.55,
  "multiplicity": 1,
  "e_homo_ev": -4.724
}


Record 4
{
  "formula": "C46H58Cl2KN4PS",
  "method": "ωB97M-V/def2-TZVPD",
  "species": ["K", "Cl", "C", "C", "C", "C", "C", "Cl", "C", "S", "H", "H", "H", "C", "C", "C", "C", "C", "C", "C", "C", "C", "C", "C", "C", "C", "C", "C", "C", "C", "C", "C", "C", "C", "P", "C", "C", "C", "C", "C", "C", "C", "C", "H", "H", "H", "H", "H", "H", "H", "H", "H", "H", "H", "H", "H", "H", "H", "H", "H", "H", "H", "H", "H", "H", "H", "H", "H", "H", "H", "H", "H", "H", "H", "H", "H", "H", "H", "H", "H", "H", "H", "H", "H", "H", "H", "H", "H", "N", "C", "C", "C", "N", "C", "C", "H", "H", "H", "H", "H", "H", "N", "C", "C", "C", "C", "C", "N", "C", "H", "H", "H", "H"],
  "coordinates": [[-2.09561, -1.02125, 0.07376], [-3.72590, -1.23075, -2.28618], [-4.49357, -2.75621, -1.95968], [-4.61602, -3.64288, -3.01444], [-5.24361, -4.86021, -2.81734], [-5.73334, -5.17135, -1.55710], [-5.59113, -4.28009, -0.51193], [-6.21250, -4.75005, 1.03622], [-4.96200, -3.01805, -0.65448], [-4.79475, -1.91046, 0.64780], [-4.23037, -3.37545, -3.99005], [-5.36934, -5.55586, -3.63549], [-6.22899, -6.11585, -1.37692], [3.35116, 5.38510, 0.36180], [2.08932, 5.01326, 1.15561], [0.98578, 6.03327, 0.87728], [1.72627, 3.58920, 0.80453], [1.14960, 3.24850, -0.40842], [1.14320, 1.93870, -0.87290], [0.47493, 1.65218, -2.19745], [-1.01280, 2.01436, -2.10258], [1.14009, 2.39379, -3.35798], [1.75979, 0.91562, -0.13535], [2.11830, 1.21563, 1.19910], [2.09599, 2.53645, 1.62929], [2.54432, 0.20234, 2.25652], [2.05407, -1.21648, 1.98980], [4.05503, 0.20039, 2.52727], [2.49076, -0.21085, -0.83778], [3.87206, 0.07240, -0.79265], [4.84632, -0.77635, -1.27637], [4.46098, -1.98055, -1.83772], [3.11233, -2.24556, -1.96075], [2.09860, -1.38506, -1.51520], [0.36187, -1.96478, -1.88686], [0.33033, -3.77477, -1.22479], [0.99422, -3.79404, 0.15489], [0.95170, -4.91416, -2.04329], [-1.15861, -4.09506, -1.02841], [0.33578, -2.11501, -3.80354], [1.56226, -2.66643, -4.53192], [0.12294, -0.69578, -4.34780], [-0.92090, -2.91133, -4.18347], [3.69857, 6.38291, 0.63724], [3.13678, 5.37469, -0.70832], [4.15359, 4.67108, 0.55093], [2.33926, 5.04449, 2.22129], [0.76947, 6.09708, -0.19023], [1.30100, 7.02344, 1.21023], [0.06493, 5.77153, 1.39716], [0.72886, 4.02599, -1.03594], [0.54683, 0.58120, -2.35960], [-1.13888, 3.09627, -2.04432], [-1.45475, 1.57285, -1.20581], [-1.56087, 1.65491, -2.97599], [1.13010, 3.47022, -3.18270], [0.61100, 2.19676, -4.29214], [2.18074, 2.08293, -3.47180], [2.42820, 2.74937, 2.64179], [2.06568, 0.54695, 3.17508], [2.65589, -1.69802, 1.22201], [1.01094, -1.19363, 1.66447], [2.12066, -1.81675, 2.89939], [4.60738, -0.18351, 1.67019], [4.27301, -0.44128, 3.38353], [4.41573, 1.20607, 2.74821], [4.17968, 1.01014, -0.34934], [5.89181, -0.50552, -1.20134], [5.19465, -2.69425, -2.18996], [2.82311, -3.17423, -2.42166], [2.05768, -3.56772, 0.09292], [0.89160, -4.79190, 0.58939], [0.52313, -3.08051, 0.83328], [2.04053, -4.89820, -2.00888], [0.62889, -4.92943, -3.07988], [0.63791, -5.86108, -1.59549], [-1.64305, -3.35687, -0.39302], [-1.26760, -5.06726, -0.54193], [-1.69797, -4.13580, -1.97429], [2.43857, -2.04658, -4.34914], [1.35991, -2.63707, -5.60655], [1.80083, -3.69655, -4.27377], [1.01156, -0.08277, -4.20240], [-0.73978, -0.21640, -3.88093], [-0.06610, -0.74873, -5.42325], [-0.81890, -3.98400, -4.03195], [-1.13313, -2.75320, -5.24400], [-1.78609, -2.55883, -3.61891], [0.66277, 4.89060, 5.31737], [0.14433, 3.90339, 4.52211], [0.23293, 2.55365, 4.87694], [-0.32165, 1.60729, 4.03837], [-0.92565, 1.88621, 2.88442], [-1.02791, 3.17477, 2.56703], [-0.53683, 4.20730, 3.34057], [1.29416, 4.64444, 6.05765], [0.75741, 5.81615, 4.94042], [0.71206, 2.25887, 5.80276], [-0.27528, 0.55593, 4.30858], [-1.53365, 3.39346, 1.63075], [-0.66572, 5.23844, 3.03846], [-3.19034, -0.54751, 6.98003], [-3.40940, -0.20368, 5.90505], [-3.65921, 0.23945, 4.57108], [-4.57663, 1.25583, 4.31030], [-4.76743, 1.64450, 2.99844], [-4.02491, 1.02338, 2.00567], [-3.13568, 0.06686, 2.24710], [-2.97412, -0.32704, 3.49827], [-5.12551, 1.71409, 5.12159], [-5.48069, 2.41761, 2.75062], [-4.15993, 1.29855, 0.96516], [-2.26308, -1.12787, 3.67263]],
  "forces_ev_per_angstrom": [[0.562, 0.361, 0.255], [-0.094, 0.358, -0.625], [-0.281, -0.524, 0.227], [0.039, 0.036, -0.160], [-0.043, -0.022, 0.029], [0.003, -0.075, 0.009], [0.149, 0.139, -0.178], [-0.026, -0.032, 0.015], [-0.127, -0.142, -0.086], [-0.226, -0.027, 0.227], [-0.013, 0.043, 0.012], [0.047, 0.008, -0.016], [-0.003, 0.007, 0.003], [-0.022, 0.021, 0.165], [-0.106, 0.060, -0.130], [0.013, -0.073, 0.037], [0.119, -0.174, 0.005], [-0.085, 0.085, 0.109], [-0.080, -0.138, -0.111], [0.057, 0.277, 0.108], [0.143, -0.158, -0.048], [-0.020, -0.160, 0.051], [-0.093, 0.247, 0.143], [-0.031, -0.028, 0.069], [0.060, 0.046, -0.040], [0.245, -0.187, -0.243], [-0.011, 0.234, 0.149], [-0.101, 0.024, 0.034], [0.211, 0.035, -0.131], [-0.021, -0.015, -0.060], [-0.020, -0.039, 0.014], [0.031, 0.005, 0.010], [0.017, -0.030, 0.048], [-0.124, -0.206, -0.090], [0.506, -0.428, -0.120], [0.013, 0.086, 0.085], [-0.070, 0.042, -0.098], [0.004, 0.095, 0.002], [0.037, -0.038, -0.177], [-0.157, 0.221, 0.061], [-0.047, -0.051, 0.046], [-0.008, -0.073, 0.012], [-0.009, -0.005, 0.079], [0.019, 0.003, -0.032], [0.005, 0.013, -0.011], [0.017, 0.014, -0.001], [-0.057, -0.034, 0.018], [0.002, 0.023, -0.014], [-0.017, 0.036, -0.028], [0.082, 0.084, -0.212], [0.042, -0.003, -0.052], [0.015, 0.115, -0.020], [-0.073, 0.009, 0.035], [-0.060, 0.056, -0.014], [-0.010, 0.037, 0.003], [-0.014, 0.022, -0.023], [0.031, 0.031, -0.026], [-0.001, 0.005, -0.029], [0.006, 0.014, 0.010], [-0.070, 0.051, 0.038], [-0.061, -0.066, -0.017], [0.052, -0.062, -0.001], [0.000, -0.021, -0.011], [0.005, -0.017, 0.017], [0.037, 0.023, 0.011], [0.029, -0.008, 0.010], [-0.034, 0.019, 0.022], [-0.006, 0.020, 0.012], [-0.016, -0.001, -0.026], [0.019, 0.007, -0.019], [-0.007, 0.026, 0.048], [-0.077, 0.003, 0.012], [0.044, -0.049, 0.020], [0.001, -0.019, -0.055], [0.008, -0.028, 0.005], [0.010, 0.000, 0.029], [-0.105, -0.210, 0.035], [-0.006, 0.008, 0.026], [-0.088, 0.013, 0.079], [0.021, -0.015, -0.056], [-0.038, -0.014, -0.003], [0.014, 0.015, -0.004], [-0.030, 0.018, -0.012], [0.044, 0.017, -0.049], [0.012, -0.045, -0.013], [-0.003, 0.005, 0.041], [0.031, 0.004, -0.021], [-0.018, -0.040, -0.070], [-0.029, 0.075, 0.072], [-0.096, -0.101, -0.075], [0.031, 0.049, 0.067], [0.041, 0.070, -0.058], [0.042, 0.002, -0.027], [-0.027, -0.011, 0.034], [0.004, 0.004, 0.178], [0.014, -0.014, -0.017], [0.014, -0.003, 0.006], [0.007, -0.033, -0.020], [0.042, 0.010, 0.032], [0.017, 0.037, 0.003], [-0.062, -0.086, 0.101], [-0.005, 0.017, -0.058], [0.100, -0.111, 0.294], [-0.128, 0.149, -0.380], [0.069, -0.084, -0.010], [0.013, 0.056, 0.070], [-0.053, 0.055, -0.004], [-0.165, 0.089, 0.306], [0.026, -0.046, 0.132], [-0.006, 0.002, 0.000], [0.005, -0.010, -0.040], [-0.039, 0.009, 0.007], [-0.010, 0.011, 0.041]],
  "lowdin_charge": [0.4394, 0.6303, -0.6763, -0.1433, -0.1051, -0.1329, -0.6921, 0.6389, -0.7938, 0.4675, 0.0973, 0.0979, 0.0980, -0.0565, -0.3759, -0.0649, -0.2010, 0.0157, -0.1331, -0.3887, -0.0414, -0.0519, -0.0746, -0.1413, -0.0013, -0.3528, -0.0604, -0.0498, -0.1457, -0.0409, -0.0644, -0.0637, -0.1265, -0.2816, 1.1565, -0.6636, -0.0960, -0.0830, -0.1118, -0.6564, -0.0876, -0.1140, -0.1041, 0.0781, 0.0824, 0.0810, 0.1277, 0.0774, 0.0824, 0.0434, 0.1142, 0.0444, 0.0823, 0.0627, 0.0758, 0.0756, 0.0773, 0.0878, 0.1261, 0.1119, 0.0678, 0.0702, 0.0927, 0.0638, 0.0818, 0.0779, 0.1250, 0.1092, 0.1084, 0.0667, 0.0694, 0.0963, 0.0611, 0.0732, 0.0545, 0.0906, 0.0132, 0.0988, 0.0669, 0.0749, 0.0915, 0.0650, 0.0691, 0.0671, 0.0939, 0.0681, 0.0917, 0.0247, 0.1228, -0.3261, -0.0194, -0.1670, 0.0721, -0.1477, -0.0358, 0.0963, 0.0951, 0.1117, 0.1072, 0.1132, 0.0953, 0.1606, -0.1849, -0.2071, -0.0016, -0.0317, -0.1745, -0.0652, -0.1166, 0.1233, 0.1104, 0.1110, 0.1295],
  "lumo_ev": 0.28,
  "multiplicity": 1,
  "e_homo_ev": -6.490,
  "e_above_lowest_ev": 2.0301
}